This record from the Open Molecules 2025 dataset describes a 2-piece molecular cluster, C3H4BrNO2 overall. The level of theory is wB97M-V/def2-TZVPD.

XYZ file:
```
11
Properties=species:S:1:pos:R:3:lowdin_charge:R:1
C -0.37 0.67 -0.72 0.11
C -1.53 0.02 -2.56 -0.49
C 0.16 -0.28 0.13 -0.15
N -1.78 1.27 -3.22 -0.57
O -1.86 2.26 -2.50 -0.01
O -2.11 1.23 -4.42 0.01
Br -0.23 -0.99 -3.40 0.66
H -0.47 1.75 -0.72 0.07
H 1.13 -0.47 -0.48 0.15
H 0.59 0.12 1.08 0.10
H -0.32 -1.31 0.20 0.13
```

Computed properties:
- relative energy (zero: lowest compared OMol25 entry of this formula, charge and spin) (kcal/mol) = 212.8
- LUMO (alpha / beta) (eV) = -2.0 / -2.0
- frontier orbital gap (alpha / beta) (eV) = 6.48 / 6.52

---

This record from the Open Molecules 2025 dataset describes a 2-piece molecular cluster, C3H4BrNO2 overall. The level of theory is wB97M-V/def2-TZVPD.

XYZ file:
```
11
Properties=species:S:1:pos:R:3:lowdin_charge:R:1
C -0.81 1.09 -0.01 -0.11
C -1.11 -0.01 -0.62 0.04
C 0.48 1.24 0.79 -0.05
N -0.71 -1.27 -0.53 -0.38
O -1.42 -2.21 -0.25 0.13
O 0.56 -1.25 -0.68 -0.13
Br 2.49 -3.17 -1.15 0.10
H -1.64 1.78 -0.33 0.14
H 0.07 1.73 1.68 0.08
H 0.94 0.19 0.86 0.10
H 1.15 1.88 0.24 0.08
```

Computed properties:
- relative energy (zero: lowest compared OMol25 entry of this formula, charge and spin) (kcal/mol) = 168.5
- LUMO (alpha / beta) (eV) = -2.7 / -2.0
- frontier orbital gap (alpha / beta) (eV) = 7.27 / 8.62

---

This record from the Open Molecules 2025 dataset describes a 2-piece molecular cluster, C3H4BrNOS overall. The level of theory is wB97M-V/def2-TZVPD.

XYZ file:
```
11
Properties=species:S:1:pos:R:3:lowdin_charge:R:1
C 0.83 2.54 -0.15 -0.02
C 0.39 -1.20 -0.08 -0.41
C -1.51 2.03 0.27 -0.58
N -0.33 2.09 -0.02 -0.16
O -0.49 -3.88 0.17 -0.44
S -0.79 -2.22 -0.16 0.83
Br -2.65 0.61 -0.09 0.64
H 1.59 2.34 0.59 0.07
H 1.10 3.11 -1.03 0.07
H 1.42 -1.36 0.16 -0.03
H 0.44 -4.06 0.34 0.02
```

Computed properties:
- relative energy (zero: lowest compared OMol25 entry of this formula, charge and spin) (kcal/mol) = 113.0
- LUMO (eV) = 0.1
- frontier orbital gap (eV) = 8.07

---

This record from the Open Molecules 2025 dataset describes the molecule C3H4BrNS. The level of theory is wB97M-V/def2-TZVPD.

XYZ file:
```
10
Properties=species:S:1:pos:R:3:lowdin_charge:R:1
C -0.65 -1.53 -0.52 -0.71
C -0.41 0.49 0.75 -0.26
C 0.90 0.81 -0.12 -0.67
N -0.70 -0.92 0.53 -0.05
S 0.49 0.61 -1.81 0.56
Br -1.06 -3.23 -1.10 0.76
H -0.09 0.66 1.76 0.08
H -1.39 1.14 0.56 0.16
H 1.12 1.86 -0.05 0.04
H 1.79 0.11 0.00 0.08
```

Computed properties:
- relative energy (zero: lowest compared OMol25 entry of this formula, charge and spin) (kcal/mol) = 66.5
- LUMO (alpha / beta) (eV) = -1.0 / -1.3
- frontier orbital gap (alpha / beta) (eV) = 7.35 / 6.88

---

This record from the Open Molecules 2025 dataset describes a 2-piece molecular cluster, C3H4BrNS overall. The level of theory is wB97M-V/def2-TZVPD.

XYZ file:
```
10
Properties=species:S:1:pos:R:3:lowdin_charge:R:1
C 1.06 -0.81 0.07 -0.19
C 0.03 -0.03 0.53 -0.32
N -1.05 -0.02 -0.20 -0.34
S -0.91 -1.00 -1.53 0.96
C 0.72 -1.48 -1.08 -0.33
H 1.90 -1.06 0.57 0.07
H 0.37 0.68 1.36 0.13
H 1.28 -2.10 -1.64 0.02
Br -1.36 3.53 1.16 0.26
H -2.04 2.29 0.77 -0.26
```

Computed properties:
- relative energy (zero: lowest compared OMol25 entry of this formula, charge and spin) (kcal/mol) = 10.7
- LUMO (eV) = 0.6
- SMILES = c1cnsc1.Br
- frontier orbital gap (eV) = 10.54

---

This record from the Open Molecules 2025 dataset describes C3H4CaO3 as an isolated structure. The level of theory is wB97M-V/def2-TZVPD.

XYZ file:
```
11
Properties=species:S:1:pos:R:3:lowdin_charge:R:1
C -0.74 0.73 -1.33 -0.18
C -0.58 -0.39 -2.09 0.07
O -1.48 0.71 -0.14 -0.23
H -0.57 1.74 -1.70 0.14
H -0.51 -1.45 -1.85 0.09
H -1.21 -0.43 -2.97 0.12
H -2.07 1.48 -0.08 0.15
O 2.24 -0.69 -1.13 0.32
C 1.82 -0.36 -0.08 -0.29
O 1.22 -0.47 0.93 -0.02
Ca -0.80 -0.19 1.65 1.83
```

Computed properties:
- relative energy (zero: lowest compared OMol25 entry of this formula, charge and spin) (kcal/mol) = 64.0
- LUMO (eV) = -9.6
- total charge = +2
- frontier orbital gap (eV) = 7.64

---

This record from the Open Molecules 2025 dataset describes C3H4CaO5 as an isolated structure. The level of theory is wB97M-V/def2-TZVPD.

XYZ file:
```
13
Properties=species:S:1:pos:R:3:lowdin_charge:R:1
C -1.80 -0.50 0.64 -0.23
C -1.84 0.22 -0.50 -0.12
O -0.88 1.08 -1.02 0.02
C 0.33 0.73 -1.49 -0.74
O 1.28 1.34 -0.88 -0.28
O 0.49 -0.26 -2.21 0.05
O -0.77 -0.84 1.40 -0.03
H -2.76 -0.91 0.96 0.12
H -2.66 0.08 -1.20 0.11
H 0.25 -0.50 1.05 0.19
O 2.49 -0.30 1.48 -0.59
H 2.83 -1.18 1.63 -0.04
Ca 3.04 1.02 0.13 1.55
```

Computed properties:
- LUMO (eV) = -1.5
- frontier orbital gap (eV) = 6.26

---

This record from the Open Molecules 2025 dataset describes C3H4CeO4 as an isolated structure. The level of theory is wB97M-V/def2-TZVPD.

XYZ file:
```
12
Properties=species:S:1:pos:R:3:mulliken_spin:R:1
C 0.44 -0.82 -0.11 0.00
O -0.33 -0.89 -1.06 0.00
O -0.14 -1.15 1.36 0.00
C 0.93 -1.51 2.08 0.00
O 1.53 -1.57 -0.04 0.00
C 2.04 -1.40 1.26 0.00
Ce -2.45 -1.87 -2.14 2.00
H 2.99 -1.90 1.42 0.00
H 0.90 -1.40 3.17 0.00
O 1.89 1.14 -0.14 0.00
H 2.39 0.49 0.68 0.00
H 1.22 1.78 0.15 0.00
```

Computed properties:
- relative energy (zero: lowest compared OMol25 entry of this formula, charge and spin) (kcal/mol) = 103.3
- LUMO (alpha / beta) (eV) = -9.2 / -9.3
- spin multiplicity = 3
- <S²> = 2.00
- total charge = +2
- frontier orbital gap (alpha / beta) (eV) = 7.01 / 7.06

---

This record from the Open Molecules 2025 dataset describes the molecule C3H4Cl2. The level of theory is wB97M-V/def2-TZVPD.

XYZ file:
```
9
Properties=species:S:1:pos:R:3:lowdin_charge:R:1
C -0.95 0.05 -0.75 0.01
C -0.41 -0.03 0.68 -0.38
C 1.12 -0.06 0.47 -1.10
Cl 1.76 -1.48 -0.24 0.62
Cl 1.69 1.50 -0.06 0.58
H -1.09 -0.84 -1.19 0.00
H -0.80 0.97 -1.32 0.06
H -0.75 0.90 1.16 0.09
H -0.56 -1.01 1.25 0.12
```

Computed properties:
- relative energy (zero: lowest compared OMol25 entry of this formula, charge and spin) (kcal/mol) = 73.0
- LUMO (alpha / beta) (eV) = -0.3 / 0.0
- frontier orbital gap (alpha / beta) (eV) = 8.40 / 8.34

---

This record from the Open Molecules 2025 dataset describes C3H4Cl2INO as an isolated structure. The level of theory is wB97M-V/def2-TZVPD.

XYZ file:
```
12
Properties=species:S:1:pos:R:3:mulliken_spin:R:1
C -0.24 0.33 -0.31 -0.01
C 1.64 -0.85 0.44 0.01
C -1.84 0.52 0.07 0.37
N 0.24 1.09 -1.17 0.02
O 0.24 -0.62 0.48 0.01
Cl -1.96 1.08 1.72 0.05
Cl -2.56 1.66 -1.04 0.08
I -2.72 -1.46 -0.17 1.47
H 1.85 -1.52 1.27 0.00
H 2.19 0.09 0.59 0.00
H 1.94 -1.30 -0.50 0.00
H 1.22 0.98 -1.37 0.00
```

Computed properties:
- relative energy (zero: lowest compared OMol25 entry of this formula, charge and spin) (kcal/mol) = 0.0
- LUMO (alpha / beta) (eV) = 0.5 / -3.6
- spin multiplicity = 3
- <S²> = 2.01
- frontier orbital gap (alpha / beta) (eV) = 6.65 / 6.45

---

This record from the Open Molecules 2025 dataset describes an isolated ion of composition C3H4Cl2N and charge +1. The level of theory is wB97M-V/def2-TZVPD.

XYZ file:
```
10
Properties=species:S:1:pos:R:3:lowdin_charge:R:1
C -0.39 -1.91 -0.06 -0.08
C -0.34 0.78 0.70 -0.39
C 1.26 -0.26 -0.34 -0.62
N 0.67 -1.43 -0.42 -0.02
Cl -1.48 -0.44 0.83 0.97
Cl 2.65 -0.05 0.67 0.72
H -0.82 -2.93 -0.16 0.15
H 0.13 0.98 1.69 0.07
H -0.73 1.55 0.04 0.06
H 1.38 0.28 -1.32 0.13
```

Computed properties:
- relative energy (zero: lowest compared OMol25 entry of this formula, charge and spin) (kcal/mol) = 32.4
- LUMO (eV) = -4.9
- total charge = +1
- frontier orbital gap (eV) = 10.04

---

This record from the Open Molecules 2025 dataset describes the molecule C3H4Cl2N2. The level of theory is wB97M-V/def2-TZVPD.

XYZ file:
```
11
Properties=species:S:1:pos:R:3:lowdin_charge:R:1
Cl 2.66 -1.08 0.02 0.60
N 1.05 -0.71 -0.42 -0.59
C -0.19 -1.07 0.83 0.04
C -1.10 -0.20 0.48 -0.12
C -0.66 0.65 -0.70 -0.26
N 0.78 0.52 -0.79 -0.50
Cl 1.49 1.81 0.38 0.43
H 0.05 -1.85 1.50 0.07
H -2.06 -0.03 0.93 0.10
H -1.08 0.25 -1.63 0.12
H -0.94 1.70 -0.61 0.10
```

Computed properties:
- relative energy (zero: lowest compared OMol25 entry of this formula, charge and spin) (kcal/mol) = 86.7
- LUMO (eV) = 0.2
- SMILES = ClN1C=CCN1Cl
- frontier orbital gap (eV) = 9.01

---

This record from the Open Molecules 2025 dataset describes the molecule C3H4Cl2N2. The level of theory is wB97M-V/def2-TZVPD.

XYZ file:
```
11
Properties=species:S:1:pos:R:3:lowdin_charge:R:1
C 2.86 -0.29 -0.73 -0.02
N 1.65 0.02 -0.45 -0.06
N 1.56 0.17 0.98 0.01
C 0.32 0.09 1.38 -0.25
C -0.92 0.06 0.54 -1.12
Cl -1.36 -1.48 -0.29 0.54
Cl -1.06 1.50 -0.46 0.59
H 3.64 -0.49 -0.02 0.06
H 3.16 -0.56 -1.77 0.08
H 0.08 0.02 2.44 0.11
H -1.75 0.14 1.28 0.05
```

Computed properties:
- relative energy (zero: lowest compared OMol25 entry of this formula, charge and spin) (kcal/mol) = 34.8
- LUMO (eV) = -0.1
- SMILES = C=N/N=C\C(Cl)Cl
- frontier orbital gap (eV) = 9.70

---

This record from the Open Molecules 2025 dataset describes a 2-piece molecular cluster, C3H4Cl2NO2S overall. The level of theory is wB97M-V/def2-TZVPD.

XYZ file:
```
13
Properties=species:S:1:pos:R:3:lowdin_charge:R:1
C -0.47 0.73 -1.05 -0.61
C 0.54 0.47 -0.11 -0.38
C -0.70 -1.59 0.67 -1.11
N 0.64 1.15 1.01 -0.22
O -1.25 1.67 -1.03 0.06
O -0.56 -0.23 -2.03 0.00
S 0.22 -2.71 -0.11 0.57
Cl -0.51 -1.40 2.37 0.57
Cl 1.11 3.20 0.73 -0.02
H 1.42 -0.03 -0.48 0.10
H -1.36 -0.93 0.16 0.00
H 1.44 0.84 1.55 0.03
H -0.51 -1.16 -1.68 0.01
```

Computed properties:
- relative energy (zero: lowest compared OMol25 entry of this formula, charge and spin) (kcal/mol) = 41.2
- LUMO (alpha / beta) (eV) = 2.1 / 2.1
- total charge = -1
- frontier orbital gap (alpha / beta) (eV) = 5.77 / 5.78

---

This record from the Open Molecules 2025 dataset describes C3H4Cl2OS as an isolated structure. The level of theory is wB97M-V/def2-TZVPD.

XYZ file:
```
11
Properties=species:S:1:pos:R:3:lowdin_charge:R:1
C 0.22 -0.96 1.37 -0.44
C -0.06 -0.64 0.00 -0.82
C 0.23 0.68 -0.71 -1.11
H 0.06 -2.84 1.45 0.19
H 0.37 0.08 2.22 0.19
H 1.49 -1.58 1.33 0.21
H 0.50 0.60 -1.82 0.09
O -0.69 -1.99 1.76 -0.22
S -0.20 -2.01 -0.97 0.77
Cl 1.46 1.59 0.04 0.62
Cl -1.22 1.78 -0.37 0.51
```

Computed properties:
- relative energy (zero: lowest compared OMol25 entry of this formula, charge and spin) (kcal/mol) = 90.2
- LUMO (eV) = -1.7
- frontier orbital gap (eV) = 7.69

---

This record from the Open Molecules 2025 dataset describes the molecule C3H4Cl2S. The level of theory is wB97M-V/def2-TZVPD.

XYZ file:
```
10
Properties=species:S:1:pos:R:3:lowdin_charge:R:1
S 1.28 1.95 0.71 0.69
C 0.26 0.49 0.80 -0.66
C -0.54 0.16 -0.39 -0.32
C -0.80 -1.09 -0.67 -1.16
Cl -1.86 -1.55 -1.97 0.61
Cl 0.02 -2.37 0.09 0.69
H 2.26 1.39 -0.10 -0.10
H 0.86 -0.41 0.98 0.02
H -0.57 0.53 1.61 0.13
H -0.90 0.91 -1.06 0.10
```

Computed properties:
- relative energy (zero: lowest compared OMol25 entry of this formula, charge and spin) (kcal/mol) = 11.3
- LUMO (eV) = 0.6
- SMILES = SCC=C(Cl)Cl
- frontier orbital gap (eV) = 9.96

---

This record from the Open Molecules 2025 dataset describes a 2-piece molecular cluster, C3H4Cl2Si overall. The level of theory is wB97M-V/def2-TZVPD.

XYZ file:
```
10
Properties=species:S:1:pos:R:3:lowdin_charge:R:1
C -0.07 -1.45 -2.05 -0.14
C -0.36 -0.71 -1.04 0.01
C 0.78 -0.18 -1.95 -0.15
Si -0.79 0.89 2.67 -0.33
Cl 0.53 -0.13 3.67 0.25
Cl -0.09 2.61 1.94 0.22
H -0.17 -2.36 -2.75 0.12
H 1.69 -0.12 -1.26 0.09
H 0.57 0.69 -2.55 0.05
H -2.10 0.77 3.32 -0.12
```

Computed properties:
- relative energy (zero: lowest compared OMol25 entry of this formula, charge and spin) (kcal/mol) = 130.3
- LUMO (alpha / beta) (eV) = -0.4 / -1.5
- frontier orbital gap (alpha / beta) (eV) = 9.10 / 5.71

---

This record from the Open Molecules 2025 dataset describes a 2-piece molecular cluster, C3H4Cl2Si overall. The level of theory is wB97M-V/def2-TZVPD.

XYZ file:
```
10
Properties=species:S:1:pos:R:3:lowdin_charge:R:1
C -0.60 -0.55 2.64 -0.15
C -0.48 0.08 1.63 -0.16
C 1.15 -0.61 -1.71 -1.28
Si 0.27 0.89 -0.94 0.73
Cl 2.67 -0.81 -0.71 0.44
Cl 1.76 -0.40 -3.38 0.50
H -0.85 -0.64 3.68 -0.01
H 0.63 -1.57 -1.52 0.03
H 1.23 2.00 -1.03 -0.05
H -0.94 1.07 -1.85 -0.05
```

Computed properties:
- relative energy (zero: lowest compared OMol25 entry of this formula, charge and spin) (kcal/mol) = 146.7
- LUMO (eV) = -1.5
- frontier orbital gap (eV) = 8.48

---

This record from the Open Molecules 2025 dataset describes the molecule C3H4ClF. The level of theory is wB97M-V/def2-TZVPD.

XYZ file:
```
9
Properties=species:S:1:pos:R:3:lowdin_charge:R:1
C -0.89 1.41 0.10 0.05
C -0.96 0.06 0.07 -0.44
F -2.08 -0.62 -0.22 0.05
C 0.21 -0.84 0.31 -0.45
Cl 1.73 0.04 -0.13 0.57
H -1.73 2.07 0.03 0.06
H 0.24 1.71 0.22 0.04
H 0.28 -1.62 -0.35 0.03
H 0.32 -1.06 1.38 0.10
```

Computed properties:
- relative energy (zero: lowest compared OMol25 entry of this formula, charge and spin) (kcal/mol) = 12.6
- LUMO (eV) = 1.0
- SMILES = C=C(F)CCl
- frontier orbital gap (eV) = 10.78

---

This record from the Open Molecules 2025 dataset describes the molecule C3H4ClF. The level of theory is wB97M-V/def2-TZVPD.

XYZ file:
```
9
Properties=species:S:1:pos:R:3:lowdin_charge:R:1
F -0.31 0.16 2.02 0.03
C 0.31 0.04 0.83 -0.34
C -0.04 0.84 -0.46 -0.09
C -0.48 -0.63 -0.32 -0.66
Cl 0.37 -1.82 -1.29 0.60
H 1.39 0.00 0.90 0.14
H -0.68 1.72 -0.63 0.11
H 0.86 0.79 -1.10 0.09
H -1.42 -1.10 0.06 0.11
```

Computed properties:
- relative energy (zero: lowest compared OMol25 entry of this formula, charge and spin) (kcal/mol) = 23.1
- LUMO (eV) = 1.1
- SMILES = F[C@@H]1C[C@H]1Cl
- frontier orbital gap (eV) = 11.16

---

no.,molecular weight (g/mol)
1,165.974
2,165.974
3,182.042
4,166.043
5,166.043
6,128.140
7,160.138
8,244.177
9,110.971
10,267.881
11,124.978
12,138.985
13,138.985
14,189.043
15,159.037
16,143.038
17,139.057
18,139.057
19,94.516
20,94.516